Entry 1:
{
  "formula": "C35H55N3O9PS5",
  "method": "the ωB97M-V functional and the def2-TZVPD basis",
  "orbital_gap_ev": 7.97,
  "charge": -1,
  "lumo_ev": 2.05,
  "homo_ha": -0.218,
  "max_force_ev_per_a": 3.74,
  "elements": ["C", "C", "C", "C", "C", "C", "S", "C", "O", "O", "O", "P", "S", "C", "C", "C", "C", "C", "C", "C", "S", "C", "N", "N", "C", "O", "O", "C", "N", "S", "C", "O", "O", "O", "C", "S", "C", "O", "C", "C", "C", "H", "H", "H", "H", "H", "H", "H", "H", "H", "H", "H", "H", "H", "H", "H", "H", "H", "H", "H", "H", "H", "H", "H", "H", "H", "H", "H", "H", "H", "H", "H", "H", "H", "H", "H", "H", "H", "H", "H", "H", "H", "H", "H", "C", "C", "C", "C", "C", "C", "H", "H", "H", "H", "H", "H", "C", "C", "C", "C", "C", "C", "H", "H", "H", "H", "H", "H"],
  "xyz": [[3.51651, 3.17948, -1.08551], [3.73236, 1.79799, -0.43821], [2.39206, 1.23881, 0.05441], [1.39744, 0.92192, -1.09548], [1.11592, -0.58980, -1.20512], [-0.34137, -0.99796, -0.80684], [-0.45938, -0.76003, 0.98537], [-2.06354, -1.21793, 1.62115], [-0.26340, 0.61472, 1.33641], [0.58241, -1.57593, 1.55653], [-1.11657, -0.14262, -1.59829], [-1.89953, -0.84043, -2.94017], [-2.86553, 1.14365, -3.37785], [-2.84806, -1.70877, -4.33890], [-3.73040, -2.88409, -3.88954], [-5.24474, -2.56187, -3.79366], [-5.87994, -3.39334, -2.66612], [-7.23958, -2.86116, -2.14724], [-7.20820, -2.21631, -0.74846], [-7.23875, -0.66715, -0.82485], [-8.41953, 0.05177, 0.35619], [-9.41787, 1.07309, -0.63375], [-10.50854, 1.67699, -0.32975], [-10.90307, 2.31837, -1.47391], [-10.05660, 2.09620, -2.37792], [-9.05647, 1.29956, -1.89508], [-3.31972, -1.17791, -1.81991], [-3.68759, -0.21926, -1.08932], [-4.00945, 0.39430, -0.12915], [-0.36756, -0.12789, -4.44151], [0.68344, -1.49447, -4.98793], [-1.09324, 0.23086, -5.64241], [0.41967, 0.99851, -3.98454], [-1.11687, -2.32821, -2.63426], [-0.54020, -2.43206, -1.36090], [-1.79739, -3.47097, -0.41486], [0.75467, -3.31607, -1.43499], [0.54475, -4.71390, -1.25816], [1.31815, -5.22910, -0.19975], [0.90498, -6.65740, 0.14236], [-0.43769, -6.65759, 0.89442], [3.22630, 3.06754, -2.12420], [4.43509, 3.75651, -1.00766], [2.73462, 3.69013, -0.53343], [4.33936, 1.95530, 0.45480], [4.25676, 1.10310, -1.09231], [1.94600, 2.01303, 0.67372], [2.54659, 0.38335, 0.71058], [0.51083, 1.51011, -0.90371], [1.84743, 1.24436, -2.02605], [1.84664, -1.09696, -0.58626], [1.24527, -0.87433, -2.24393], [-2.75434, -1.44149, 0.82051], [-2.40961, -0.47773, 2.32699], [-1.89568, -2.14498, 2.16650], [-4.11547, 0.80490, -3.72729], [-3.41385, -1.02238, -4.95080], [-2.08206, -2.13183, -4.98690], [-3.66142, -3.63228, -4.68325], [-3.38218, -3.37289, -2.98999], [-5.42304, -1.50545, -3.59650], [-5.67007, -2.83575, -4.75643], [-6.02148, -4.40963, -3.03356], [-5.17548, -3.41713, -1.83671], [-7.90945, -3.71787, -2.06981], [-7.67169, -2.19238, -2.89084], [-8.03786, -2.57741, -0.15012], [-6.26302, -2.47241, -0.27584], [-6.27178, -0.24606, -0.58827], [-7.46369, -0.39533, -1.84824], [-10.04319, 2.45207, -3.38390], [0.92641, -2.18856, -4.19317], [0.10068, -2.00707, -5.74495], [1.54693, -1.07629, -5.49242], [-2.12947, -4.30694, -1.40486], [1.46476, -3.01387, -0.67429], [1.18718, -3.22494, -2.42893], [1.17652, -4.64106, 0.71151], [2.39150, -5.19251, -0.42470], [0.87985, -7.28432, -0.74176], [1.64667, -6.98234, 0.86834], [-0.64463, -5.68421, 1.32088], [-0.42493, -7.34704, 1.73692], [-1.28387, -6.92093, 0.26513], [3.29530, 3.68226, 3.06011], [3.94410, 4.69895, 2.37266], [5.14671, 5.20278, 2.84829], [5.70551, 4.68391, 4.00830], [5.05905, 3.66511, 4.69407], [3.85225, 3.16681, 4.22208], [2.35639, 3.29054, 2.69019], [3.51113, 5.09807, 1.46454], [5.64925, 5.99955, 2.31410], [6.64641, 5.07313, 4.37775], [5.49675, 3.25902, 5.59774], [3.34543, 2.37507, 4.75855], [10.41449, 6.15232, 5.84707], [9.04069, 6.34732, 5.82583], [8.26335, 5.93025, 6.89720], [8.86126, 5.32575, 7.99407], [10.23550, 5.13372, 8.01678], [11.01179, 5.54348, 6.94183], [11.02004, 6.47477, 5.00978], [8.57491, 6.82435, 4.97271], [7.19067, 6.07660, 6.87733], [8.25533, 5.00410, 8.83135], [10.70192, 4.66325, 8.87298], [12.08311, 5.38882, 6.95745]],
  "atomic_forces_ev_per_a": [[0.5, -0.8, 0.2], [-0.6, 0.5, 0.7], [0.1, 0.1, -0.5], [0.8, -0.2, 0.9], [0.0, 0.9, 0.8], [1.5, 0.3, -2.2], [0.2, 1.0, 1.7], [0.3, -1.1, 0.0], [-0.6, 1.0, -0.7], [-0.1, -1.5, -0.4], [-0.7, -0.3, 0.2], [-1.7, 0.2, -1.0], [0.6, 0.9, 0.5], [0.5, -0.9, 0.6], [-0.6, 0.2, -0.9], [0.7, -0.5, 0.8], [-0.4, 0.5, -0.3], [0.2, -0.8, 0.2], [0.4, 0.9, -0.5], [0.1, -0.5, -0.1], [-0.2, 0.1, 0.2], [0.6, -0.4, 0.0], [-0.4, -0.2, 0.8], [-1.7, 1.1, 0.2], [0.9, -0.6, 0.4], [0.6, 0.0, -1.5], [0.0, -0.3, -0.9], [-0.7, 0.7, 3.6], [0.2, -0.7, -2.4], [0.0, 1.3, -1.1], [-0.3, -0.1, 0.0], [-0.5, -0.7, -0.7], [0.8, -0.5, 1.0], [0.5, 1.1, 0.4], [-1.0, -2.5, 0.3], [-0.1, 0.3, 0.8], [-0.1, -0.4, 0.0], [-0.1, 0.3, -0.2], [0.1, -0.6, 0.3], [-0.5, 1.0, 0.7], [-0.1, -0.3, 0.0], [-0.1, 0.3, -0.2], [0.0, 0.2, -0.2], [-0.2, 0.2, -0.1], [0.3, -0.1, 0.0], [0.0, 0.0, -0.1], [0.0, 0.0, 0.2], [0.0, -0.1, 0.0], [-0.3, -0.1, -0.4], [-0.2, 0.1, -0.2], [0.1, -0.2, -0.1], [-0.1, -0.3, -0.1], [-0.2, 0.4, 0.1], [0.0, 0.5, -0.3], [0.1, -0.1, 0.0], [0.2, -0.5, 0.0], [0.0, 0.3, 0.0], [0.1, 0.1, -0.1], [0.2, -0.2, 0.1], [0.2, 0.2, 0.2], [0.1, 0.2, -0.1], [-0.4, 0.3, -0.1], [0.2, -0.2, 0.1], [0.1, -0.1, 0.1], [-0.2, 0.0, -0.2], [-0.1, 0.1, 0.0], [0.0, -0.1, 0.1], [-0.1, -0.3, 0.3], [0.2, 0.1, 0.1], [-0.3, 0.4, 0.1], [0.2, 0.0, -0.3], [0.2, 0.1, 0.1], [-0.2, -0.2, 0.0], [0.2, 0.2, 0.2], [0.4, 0.1, -0.2], [0.0, 0.4, 0.0], [0.1, 0.4, 0.0], [-0.1, 0.3, 0.0], [0.0, 0.0, -0.3], [0.2, -0.2, 0.0], [0.3, -0.4, -0.3], [0.0, 0.3, 0.0], [0.0, -0.3, -0.1], [-0.1, 0.0, -0.1], [0.0, 0.0, 0.0], [0.0, 0.0, 0.0], [0.0, 0.0, 0.0], [0.0, 0.0, 0.0], [0.0, 0.0, 0.0], [0.0, 0.0, 0.0], [0.0, 0.0, 0.0], [0.0, 0.0, 0.0], [0.0, 0.0, 0.0], [0.0, 0.0, 0.0], [0.0, 0.0, 0.0], [0.0, 0.0, 0.0], [0.0, 0.0, 0.0], [0.0, 0.0, 0.0], [0.0, 0.0, 0.0], [0.0, 0.0, 0.0], [0.0, 0.0, 0.0], [0.0, 0.0, 0.0], [0.0, 0.0, 0.0], [0.0, 0.0, 0.0], [0.0, 0.0, 0.0], [0.0, 0.0, 0.0], [0.0, 0.0, 0.0], [0.0, 0.0, 0.0]]
}

---

Entry 2:
{
  "formula": "C9H14N5",
  "method": "the ωB97M-V functional and the def2-TZVPD basis",
  "orbital_gap_ev": 8.13,
  "charge": 1,
  "de_lowest_kj_mol": 459.43,
  "lumo_ev": -3.67,
  "homo_ha": -0.434,
  "max_force_ev_per_a": 4.72,
  "elements": ["C", "C", "C", "C", "C", "C", "C", "C", "C", "N", "N", "N", "N", "N", "H", "H", "H", "H", "H", "H", "H", "H", "H", "H", "H", "H", "H", "H"],
  "xyz": [[1.67799, -1.57725, -2.14928], [0.32484, -1.59714, -1.82254], [2.54304, -0.57789, -1.67598], [-0.26748, -0.43505, -1.34708], [1.93991, 0.56603, -1.12654], [0.53167, 0.71565, -1.03918], [-0.33910, -1.24658, 2.41210], [0.41294, -1.36012, 1.30053], [0.04236, 1.88484, -0.37888], [-1.69496, -1.21888, 2.70693], [-0.95780, 1.92264, 0.48064], [0.79268, 2.97707, -0.46008], [-2.65562, -0.10289, 0.90108], [-2.64263, -0.77428, 1.96845], [2.09348, -2.47484, -2.55148], [-0.14049, -2.54623, -2.05068], [3.56622, -0.61010, -1.87655], [-1.24384, -0.40768, -0.87161], [2.57229, 1.40280, -0.90857], [0.14274, -1.03321, 3.24417], [1.52510, -1.35392, 1.38750], [0.01253, -1.77409, 0.36608], [-1.39898, 2.70548, 0.88236], [1.67899, 3.07487, -0.90522], [0.29049, 3.80736, -0.10183], [-3.65134, 0.06299, 0.57435], [-1.57769, 1.10314, 0.56366], [-3.57734, -1.13270, 2.47765]],
  "atomic_forces_ev_per_a": [[0.7, 0.1, 1.5], [0.5, 0.8, -1.3], [-3.1, 0.7, -0.4], [0.5, 1.1, 1.3], [-0.3, -0.2, -1.2], [1.0, -3.3, -0.6], [-0.9, 1.0, -4.0], [-0.3, -1.5, 0.1], [0.7, 1.3, 1.4], [-1.3, -0.5, -0.7], [-0.3, -1.7, -1.5], [-1.9, 1.7, 0.7], [-1.5, 0.5, -1.8], [-1.6, -2.7, 3.5], [0.3, -0.3, -0.4], [-0.8, 0.3, 0.2], [1.5, -0.1, 0.0], [-0.3, -0.3, -0.8], [0.4, 0.1, 0.4], [2.3, 0.8, 4.0], [-1.1, 0.0, 0.1], [0.2, 0.6, 0.9], [0.2, 1.5, 0.3], [0.0, 0.0, -0.5], [1.3, -0.5, -0.3], [1.5, -0.4, 0.8], [0.1, -0.4, 0.0], [2.1, 1.4, -1.6]]
}

---

Entry 3:
{
  "formula": "CH2I3P",
  "method": "the ωB97M-V functional and the def2-TZVPD basis",
  "s_squared": 2.011,
  "orbital_gap_ev": [6.43, 5.19],
  "de_lowest_kj_mol": 120.07,
  "lumo_ev": [-0.24, -3.98],
  "homo_ha": [-0.245, -0.337],
  "spin_multiplicity": 3,
  "max_force_ev_per_a": 2.49,
  "elements": ["C", "P", "I", "I", "I", "H", "H"],
  "xyz": [[0.53977, 0.01232, -0.14922], [-1.02696, 0.00821, 0.79343], [1.63575, 1.75219, 0.66180], [1.64075, -1.76033, 0.66062], [0.64022, -0.01876, -2.31491], [-1.63822, -1.00435, 0.20181], [-1.79130, 1.01072, 0.14647]],
  "atomic_forces_ev_per_a": [[-0.6, 2.1, -1.1], [0.3, 1.9, 1.4], [0.0, -0.5, -0.1], [1.4, -1.7, 0.9], [-0.3, 0.0, 0.2], [-1.0, -1.9, -1.3], [0.2, 0.0, -0.1]]
}

---

Entry 4:
{
  "formula": "CH6N2P",
  "method": "the ωB97M-V functional and the def2-TZVPD basis",
  "orbital_gap_ev": 10.50,
  "charge": 1,
  "de_lowest_kj_mol": 97.44,
  "lumo_ev": -4.28,
  "homo_ha": -0.543,
  "smiles": "NC(=[NH2+])P",
  "max_force_ev_per_a": 6.46,
  "elements": ["C", "N", "N", "P", "H", "H", "H", "H", "H", "H"],
  "xyz": [[-0.15425, 0.20097, 0.24723], [-1.14366, 0.86196, -0.25272], [0.50310, 0.19754, 1.38777], [1.15166, -0.70159, -1.30038], [-1.82283, 1.29068, 0.30686], [-1.23152, 0.90508, -1.25967], [0.19317, 0.78216, 2.11816], [1.27513, -0.47752, 1.65655], [1.33410, -2.14482, -0.84674], [-0.10490, -0.91446, -2.05706]],
  "atomic_forces_ev_per_a": [[5.1, -2.8, -2.8], [0.4, -0.3, 0.0], [-0.3, -0.9, 0.2], [-2.5, -0.3, 1.1], [-1.1, 1.1, 0.8], [-0.3, -0.2, 0.2], [-0.4, 0.7, 1.3], [-1.5, 1.2, -1.0], [-0.7, 1.7, -0.2], [1.2, -0.2, 0.4]]
}

---

So what do the calculations give for DFT total energy? Going down the list: -4540.3317; -624.7503; -1273.5739; -492.2618 hartree.